No. 1
# C22H19FN4O2S

A single C22H19FN4O2S molecule in a non-equilibrium geometry (ωB97M-V/def2-TZVPD, OMol25).

XYZ file:
```
49
Properties=species:S:1:pos:R:3:forces:R:3:nbo_charge:R:1
S 1.6599 -0.1041 -1.2527 0.2 0.0 -0.3 0.276
F 2.7723 -0.9652 5.6836 -0.2 -0.1 -0.1 -0.320
O 0.7174 -0.0212 4.3142 0.3 -0.1 0.3 -0.500
O 1.1844 -0.7778 -4.6505 0.0 0.0 0.0 -0.554
N -1.0993 -0.5010 1.3855 -0.4 0.1 1.1 -0.273
N 0.9128 0.3613 1.3214 -0.6 -0.5 -0.4 -0.357
N -2.7437 0.9400 -3.0568 -0.3 0.1 0.3 -0.505
N -0.6211 -0.6776 0.1436 0.4 -0.1 -0.8 -0.360
C 2.0119 -3.1892 5.5273 0.0 0.3 0.0 -0.264
C 1.9526 2.5274 1.6388 0.0 -0.2 -0.1 -0.196
C -1.7195 1.7245 -6.9416 0.1 0.0 -0.1 -0.227
C -0.0084 -3.6435 4.3284 0.0 -0.1 0.0 -0.191
C -0.7811 0.0628 -3.6730 -0.5 0.3 -0.1 -0.283
C 0.7609 -1.3722 4.5093 0.2 -0.1 0.1 0.285
C -3.3821 2.0473 -5.2130 -0.1 0.0 0.0 -0.232
C -1.3367 0.7685 -4.7998 -0.3 0.1 0.2 0.002
C -0.9090 0.9859 -6.1061 0.0 0.0 -0.1 -0.205
C 0.5819 -0.1604 0.1054 0.0 -0.1 0.1 0.185
C 1.0703 -4.0948 5.0646 -0.1 0.0 0.0 -0.223
C -0.1963 0.1231 2.0863 0.0 0.0 0.0 0.287
C -2.5696 1.3036 -4.3693 0.4 0.0 -0.6 0.112
C 0.8755 -1.3264 -2.3614 0.4 0.0 0.1 -0.611
C -0.3164 0.5168 3.5177 -0.2 0.2 -0.1 -0.116
C 2.1297 1.0377 1.7014 0.4 0.3 0.1 -0.267
C 0.4672 -0.6657 -3.6768 0.0 -0.2 0.5 0.562
C -1.6905 0.2027 -2.6423 0.4 -0.2 -0.1 0.045
C 2.1241 3.3234 2.6765 0.0 0.1 0.0 -0.371
C 1.8499 -1.8506 5.2454 0.0 0.1 0.0 0.330
C -2.9380 2.2479 -6.5037 -0.1 0.1 0.0 -0.215
C -0.1689 -2.2952 4.0482 0.0 0.2 0.0 -0.309
H 2.4162 2.9396 3.6407 0.1 -0.1 0.2 0.199
H -0.2027 1.6016 3.6158 -0.1 -0.2 0.0 0.222
H 1.1865 -5.1457 5.2772 0.0 -0.1 0.0 0.218
H 1.6363 -2.0806 -2.5657 -0.2 0.0 0.0 0.249
H -0.7420 -4.3431 3.9588 -0.1 -0.1 0.0 0.218
H 1.6593 2.9142 0.6719 0.0 0.1 -0.1 0.208
H -4.3244 2.4503 -4.8717 -0.1 0.1 0.0 0.210
H 2.9090 0.7225 0.9992 0.0 -0.1 0.2 0.234
H 0.0313 0.5789 -6.4406 0.1 0.0 0.0 0.240
H -1.3061 0.2216 3.8836 0.1 0.1 -0.1 0.214
H 0.0355 -1.7467 -1.8159 0.0 -0.1 0.0 0.268
H -3.5422 1.1748 -2.4898 0.1 -0.1 0.0 0.417
H -1.6456 -0.1784 -1.6372 0.0 -0.1 0.1 0.255
H -1.4109 1.9055 -7.9605 0.0 0.0 -0.1 0.212
H 2.8692 -3.5054 6.0997 0.1 0.0 0.1 0.232
H -3.5437 2.8199 -7.1907 -0.1 0.0 0.0 0.212
H 2.4008 0.7286 2.7139 0.0 0.0 -0.2 0.239
H -1.0124 -1.9750 3.4583 -0.1 0.0 0.0 0.242
H 1.9960 4.3894 2.6024 0.0 0.2 -0.1 0.207
```
Positions in Å, forces in eV/Å.

Summary:
- 2S+1 = 1
- HOMO-LUMO gap (eV) = 8.815
- structure (SMILES) = C=CCn1c(COc2ccccc2F)nnc1SCC(=O)c1c[nH]c2ccccc12
- HOMO (eV) = -8.19
- ΔE to the lowest compared entry with this formula, charge and spin (eV) = 0.111
- net charge = 0

=====

No. 2
# C25H42BMnO29

A molecular structure, C25H42BMnO29 in a non-equilibrium geometry (ωB97M-V/def2-TZVPD, OMol25).

XYZ file:
```
98
Properties=species:S:1:pos:R:3:forces:R:3:mulliken_spin:R:1
Mn 0.2884 -0.1136 0.2503 -0.3 -0.2 -0.5 4.752
O 3.7819 -1.5975 -1.7115 1.2 -0.1 0.1 0.000
O 1.1973 2.7249 -4.7343 -0.3 -0.5 0.0 0.000
O -2.3466 5.5798 -5.2523 0.3 -0.4 -0.3 0.000
O 4.2873 -0.9760 0.3368 0.0 0.6 0.7 -0.002
O 0.7517 -4.0559 -1.1029 -0.1 0.6 -0.1 0.005
O -0.0073 1.4137 4.4229 -0.2 0.6 0.6 0.002
O -3.2336 0.7258 -1.0026 1.0 -1.4 0.4 -0.004
O -3.7617 -1.7255 1.6712 -1.0 -0.9 0.1 0.000
O -1.3122 1.3299 -0.0713 0.1 0.4 0.0 0.050
O 2.2300 -0.6858 -0.4032 0.0 0.1 0.1 0.012
O -0.1707 -2.0315 -1.0843 0.1 0.1 0.1 0.062
O 2.5150 3.7148 0.5506 0.2 0.0 0.6 0.001
O -2.7236 2.8422 -1.0097 0.4 0.2 0.8 0.001
O -2.4866 -3.1862 0.6540 1.4 -0.1 0.2 -0.003
O 1.4135 1.8007 0.1632 0.2 0.1 0.5 0.042
O -1.6030 1.7898 2.9409 0.1 -0.7 -0.6 0.002
O 0.9316 -1.8271 1.5170 0.5 0.0 -0.2 0.033
O -0.6004 6.5348 -3.1494 0.1 0.1 -0.1 0.000
O 1.6031 -3.7490 2.4848 -0.7 -0.7 0.3 0.001
O -0.1706 -2.7147 3.2150 -1.2 1.1 -1.1 -0.003
O 0.3994 0.5931 -2.1089 0.4 -1.0 -0.4 0.019
O -1.0778 3.7245 -5.0980 0.6 -1.1 -0.2 0.001
O -1.1786 -3.7112 -2.1202 -0.9 -1.7 -0.6 0.000
O 0.3370 4.4999 -3.3836 -0.5 0.1 -0.3 0.000
O -1.7310 -1.1194 1.0307 0.3 -0.2 0.0 -0.035
O 2.5861 2.7743 -1.4474 -0.4 -0.6 0.0 0.004
O 2.5070 0.9674 -4.2860 0.1 -0.5 0.2 0.000
O -0.5137 2.2476 -3.2280 -0.7 0.3 -0.2 -0.001
O 0.2259 0.6572 2.3549 -0.1 -0.3 -0.2 0.068
C -2.1844 -2.8772 -2.6890 -0.1 1.6 0.4 0.001
C 0.7957 -5.3681 -1.6690 -0.1 -0.6 0.7 0.000
C -2.2320 2.6286 3.8984 0.4 1.2 0.3 0.000
C -2.0946 3.9543 -0.3546 0.8 0.6 -0.6 0.000
C 1.5102 1.5977 -4.1049 0.1 0.6 -0.3 0.001
C -0.5041 5.4900 -3.7162 0.3 -0.3 0.7 0.000
C 1.2841 0.9444 4.7842 0.4 -1.2 1.0 0.000
C 3.1236 3.9949 -1.9418 1.1 1.5 0.3 0.000
C 2.1367 2.6938 -0.2029 0.0 0.6 -0.9 0.013
C -0.4304 1.2225 3.1904 0.3 0.7 -0.1 0.023
C -0.3557 -3.7243 4.1851 1.7 -0.3 1.1 0.000
C 1.9147 3.7692 1.8664 -0.5 0.4 -0.9 -0.001
C 0.4032 1.3460 -3.0486 -0.1 0.6 0.6 0.001
C -1.4114 4.9610 -4.8303 -1.1 1.4 0.2 0.000
C -4.5592 0.9740 -1.4599 -0.1 0.9 -0.2 0.000
C 0.8235 -2.6993 2.3242 -0.7 -0.9 1.0 -0.008
C 2.6836 -4.0169 1.6181 1.2 1.2 -0.5 0.000
C 5.6391 -1.3581 0.0859 0.6 -0.5 0.7 0.000
C 3.3516 -1.0694 -0.5891 0.4 -0.1 -0.8 -0.018
C -4.0968 -0.4772 2.2542 0.5 0.2 0.6 0.001
C -3.4349 -4.2151 0.8618 -1.1 -0.6 -1.0 0.000
C -0.2196 -3.1881 -1.4119 0.4 0.6 0.1 0.015
C 2.8648 -1.8854 -2.7633 -0.7 -0.4 0.0 0.000
C -2.5862 -1.9582 1.1293 -0.4 0.7 0.0 -0.027
C -2.3168 1.6298 -0.6562 -1.9 0.2 -0.6 -0.008
B -0.0356 3.2991 -4.1734 0.5 0.3 0.3 0.003
H -4.8428 -0.7115 3.0101 -0.2 0.1 -0.2 0.000
H -3.2009 2.9255 3.5035 -0.2 -0.6 0.1 0.000
H 3.4378 -2.1146 -3.6567 0.2 0.2 0.1 0.000
H -3.7982 -4.4558 -0.1417 -0.4 0.1 0.1 0.000
H 0.7305 -5.4229 -2.7532 0.0 0.4 0.0 0.000
H 2.1990 -1.0468 -2.9437 0.0 0.0 0.1 0.002
H 5.7011 -2.4465 0.0854 0.0 0.0 -0.8 0.000
H 1.4000 1.0923 5.8571 -0.3 0.5 -0.1 0.000
H -1.2379 -3.5681 4.8015 -0.2 0.5 -0.5 0.000
H -4.6139 0.7911 -2.5313 0.1 0.2 0.0 0.000
H 0.0149 -5.9806 -1.2170 -0.1 0.0 -0.2 0.000
H 3.8753 4.3971 -1.2602 0.0 -0.2 0.1 0.000
H -4.2660 -3.9285 1.4995 0.2 0.1 0.0 0.000
H 3.6310 3.8437 -2.8905 -0.3 -0.6 -0.1 0.000
H -3.0046 -5.1630 1.1851 0.6 0.5 0.5 0.000
H 2.5127 -3.7594 0.5716 -0.6 -0.2 0.1 0.000
H 2.1873 4.7374 2.2740 0.3 -0.1 0.1 0.000
H 2.9585 -5.0616 1.7229 -0.1 0.1 0.2 0.000
H -1.0399 3.7700 -0.1531 -0.1 -0.4 0.1 0.000
H 1.3171 -0.1429 4.6998 0.1 0.1 -0.6 -0.001
H -3.1102 -3.3865 -2.9403 0.5 -0.8 -0.1 0.000
H 2.3865 4.7872 -2.0650 -0.4 -0.4 0.0 0.000
H -2.1011 4.7767 -1.0672 -0.3 0.0 0.1 0.000
H 1.7509 -5.7592 -1.3248 0.0 0.0 -0.2 0.000
H 2.1275 1.4144 4.2864 -0.3 0.1 -0.4 0.000
H 3.4830 -3.3375 1.9334 0.3 -0.5 0.0 0.000
H -5.2543 0.2978 -0.9648 0.3 -0.1 0.2 0.000
H 2.3218 -2.7776 -2.4448 -0.2 0.1 -0.2 -0.001
H 0.5220 -3.5609 4.8235 -0.3 -0.9 0.4 0.000
H -2.4978 -2.1128 -1.9741 0.3 0.1 0.1 -0.002
H -1.7453 -2.3674 -3.5442 -0.2 -0.1 -0.1 0.000
H 6.0971 -0.8385 -0.7507 -0.3 -0.3 -0.3 0.000
H -1.6883 3.5778 3.9422 0.2 -0.2 0.2 0.000
H -4.4633 0.2254 1.5089 0.0 -0.1 0.0 0.000
H -2.6166 4.2347 0.5578 -0.2 -0.2 0.0 0.000
H -4.8190 2.0034 -1.2209 -0.2 -0.1 -0.2 0.000
H -2.2502 2.1823 4.8896 -0.3 0.0 -0.1 0.000
H -0.3768 -4.7462 3.8061 0.1 0.2 -0.3 0.000
H 2.2133 2.9331 2.4901 0.1 0.0 -0.1 0.000
H 0.8394 3.7733 1.6851 -0.1 -0.2 0.4 -0.001
H -3.2298 -0.0605 2.7665 0.0 0.1 -0.2 -0.001
H 6.2438 -1.1088 0.9592 -0.5 0.5 0.2 0.000
```
Positions in Å, forces in eV/Å.

Summary:
- 2S+1 = 6
- HOMO-LUMO gap (eV) = 9.069
- HOMO (eV) = -11.03
- ΔE to the lowest compared entry with this formula, charge and spin (eV) = 1.496
- net charge = +1
- expectation value of S² = 8.75

=====

No. 3
# C30H45F2NO22

8 unconnected molecules or ions with the total composition C30H45F2NO22 in a non-equilibrium geometry (ωB97M-V/def2-TZVPD, OMol25).

XYZ file:
```
100
Properties=species:S:1:pos:R:3:forces:R:3:mulliken_spin:R:1
F -6.9973 1.5780 -2.3787 0.2 0.8 -0.2 0.000
F -0.4095 -0.3634 0.2576 0.4 -0.8 -0.4 0.000
O -0.9188 4.5488 9.4691 0.9 -1.3 -3.6 0.000
O -0.2766 1.0092 1.9909 -1.2 -0.7 1.0 0.000
O -2.8655 -1.1543 2.3418 -0.1 1.3 -2.1 0.000
O 4.9049 0.9186 -0.8817 -1.2 -0.4 1.6 0.000
O 0.0569 2.8585 3.2328 -0.8 0.8 2.7 0.000
O 3.1706 3.3943 -4.2733 -1.3 -0.7 -1.2 0.000
O 1.7691 3.6792 -2.4390 0.4 0.8 -1.0 0.000
O -3.2502 -0.2930 4.2778 -0.7 1.3 2.6 0.000
O 4.5187 0.5514 3.9761 0.5 -0.3 1.4 0.000
O 2.8048 1.5416 5.1314 1.6 -0.4 -2.3 0.000
O 0.9766 3.9765 8.4898 0.2 0.4 0.4 0.000
O 3.9373 4.2511 -2.4647 0.2 -0.3 -0.2 0.000
O 0.1026 2.9398 1.0647 -0.8 1.2 -1.4 0.000
O -2.5812 2.1567 -2.8592 -2.8 0.0 2.1 0.000
O 2.6551 0.9961 2.9198 -0.4 1.2 0.7 0.000
O -0.7807 4.1060 7.1629 -2.2 0.1 1.9 0.000
O 4.6191 0.5417 -2.9761 0.6 -0.9 -3.1 0.000
O -3.7454 0.8862 2.4116 1.2 -1.6 1.6 0.000
O -3.8171 1.2451 -1.1606 1.2 0.6 -0.1 0.000
O 2.8217 0.6893 -1.7455 -1.1 -0.6 0.9 0.000
O -4.7755 1.8669 -3.0050 -2.3 1.4 -2.0 0.000
O -3.0206 -4.3460 -4.6230 1.5 -0.4 2.5 0.091
N -2.3060 -4.1487 -3.4077 0.6 0.7 -2.6 0.719
C -1.5616 -1.6656 -3.9156 0.2 -1.0 -1.3 0.048
C -2.1256 -1.8595 3.1990 1.6 -4.7 2.4 0.000
C 4.7960 0.2461 2.6358 -0.1 -0.2 -1.3 0.000
C -0.3172 -3.3726 -1.4694 -2.0 1.7 -0.2 -0.012
C 3.3258 1.1377 4.1049 -2.3 -0.7 1.1 0.000
C -3.2671 -0.0748 3.0153 -2.9 3.0 -3.6 0.000
C -0.3009 4.1996 8.4476 -3.3 2.0 3.5 0.000
C -3.6697 1.8923 -2.3310 5.1 -1.1 -1.4 0.000
C -3.7369 -2.1942 -2.8565 -1.1 -0.4 -0.3 0.019
C 4.0001 0.6506 -1.8565 0.1 1.4 0.9 0.000
C -1.7687 -6.6257 -3.1017 -0.7 1.1 -0.3 0.028
C -2.3097 -2.6769 -2.9878 0.2 0.7 1.1 -0.008
C -0.1649 -4.9682 -4.3300 -0.4 -0.4 -1.0 0.083
C 1.4170 3.9887 7.1696 2.7 -2.4 -0.9 0.000
C 6.1891 1.0079 -1.4236 0.6 1.8 -0.4 0.000
C -5.1744 0.9457 -0.9968 -0.5 -0.8 1.7 0.000
C -0.5057 -4.8581 -1.8311 -0.4 1.3 0.6 0.021
C -1.7261 -2.6174 -1.5771 1.6 -1.0 0.0 0.026
C 2.9223 3.7540 -3.1789 0.3 -0.6 -0.1 0.000
C 3.4047 0.2566 1.9535 0.6 1.4 0.9 0.000
C 5.9030 1.1313 -2.8987 0.9 -1.0 -0.4 0.000
C -0.1630 2.3380 2.2197 2.7 -0.8 -1.0 0.000
C 0.2029 3.6458 6.3105 2.2 1.0 -0.4 0.000
C -5.7430 1.0831 -2.3961 -0.5 -1.1 1.1 0.000
C 3.4753 4.4891 -1.2067 0.8 1.5 3.7 0.000
C -0.6993 0.8750 0.6618 -0.6 1.1 -0.3 0.000
C 1.9672 4.4633 -1.2407 0.3 -0.5 0.1 0.000
C 0.0904 1.9880 0.0217 1.3 -0.3 -1.3 0.000
C -2.5207 -1.4544 4.6005 1.1 0.6 0.2 0.000
C -1.2336 -5.1635 -3.2004 1.6 0.0 1.0 -0.016
H 1.1172 1.6901 -0.1906 0.3 -0.6 0.5 0.000
H 2.0853 3.1292 7.2227 0.6 0.3 -1.0 0.000
H 0.5009 -5.2704 -1.7604 -0.3 -0.7 -0.5 -0.002
H 0.4370 -2.8317 -2.0410 0.0 -0.2 -0.3 0.001
H -0.8818 -7.2409 -2.9497 -0.3 -0.2 -0.1 0.000
H -4.3430 -2.1387 -3.7607 0.3 -0.1 -0.4 0.002
H 6.5889 1.9865 -1.1580 0.5 -0.4 0.7 0.000
H -2.3942 -6.9266 -3.9421 0.7 0.0 -0.5 0.000
H 0.2455 4.2610 5.4117 -0.4 -0.3 -0.1 0.000
H -1.7751 1.0418 0.6090 -0.2 -0.2 -0.1 0.000
H 5.8379 2.1297 -3.3312 0.1 0.0 0.3 0.000
H -3.9003 -4.2912 -4.2427 -1.1 0.3 -0.6 0.008
H 3.4994 0.8665 1.0552 -0.5 -0.6 -0.2 0.000
H 0.7758 -5.5026 -4.1976 0.0 0.2 1.2 0.005
H -5.2595 -0.0426 -0.5449 0.0 -0.2 -0.4 0.000
H 6.8345 0.1736 -1.1488 -0.2 0.0 0.1 0.000
H 1.9792 4.8946 6.9433 -0.3 0.1 -0.1 0.000
H -5.8199 0.1481 -2.9511 0.1 -0.1 0.0 0.000
H -0.4984 -1.8491 -4.0712 0.0 -0.2 0.4 0.000
H 2.8296 -0.6664 1.8799 0.7 -0.3 -0.5 0.000
H -5.5466 1.5857 -0.1968 -0.6 0.5 -0.5 0.000
H -0.1255 2.4002 -0.9640 -1.3 0.1 0.3 0.000
H -2.4635 -2.8954 3.1735 0.6 -0.4 -0.7 0.000
H 6.6634 0.5274 -3.3939 -0.4 0.1 -0.7 0.000
H -1.0403 -1.8019 3.1157 0.0 0.2 -0.7 0.000
H -1.6931 -1.5725 -1.2686 0.4 0.0 -0.2 0.003
H -2.4776 -6.7317 -2.2805 0.4 0.1 0.5 -0.003
H 1.5531 5.4715 -1.2404 -0.4 -0.2 -0.6 0.000
H 5.4827 1.0367 2.3335 -0.3 0.1 -0.7 0.000
H -3.0769 -2.1933 5.1774 -0.4 0.3 -0.2 0.000
H -1.6395 -1.1411 5.1603 -0.2 -0.1 0.3 0.000
H 0.0313 -3.9138 -4.5245 0.1 -0.2 0.0 -0.006
H -1.1221 -5.2598 -1.0268 0.1 -0.3 0.0 0.002
H -0.0736 -3.1742 -0.4257 0.4 -0.7 0.1 0.000
H -1.9905 -1.6811 -4.9175 -0.2 -0.2 -0.1 -0.004
H -4.2673 -2.8548 -2.1706 -0.2 0.2 0.3 -0.009
H -3.7266 -1.1714 -2.4797 0.2 -0.2 0.3 0.011
H 3.8164 3.8209 -0.4159 0.3 -1.0 -0.5 0.000
H 1.5455 3.8759 -0.4251 0.1 0.5 -0.1 0.000
H -1.6632 -0.6219 -3.6181 -0.2 -0.2 0.7 0.009
H 0.1848 2.5903 6.0390 -0.5 0.0 0.2 0.000
H -2.3675 -3.0867 -0.8311 -0.3 -0.2 -0.2 -0.015
H -0.4157 -5.4733 -5.2628 -0.9 0.5 -0.2 -0.001
H 5.3021 -0.6945 2.4187 0.0 -0.2 0.9 0.000
H 3.9525 5.4062 -0.8612 -0.6 0.5 -0.1 0.000
```
Positions in Å, forces in eV/Å.

Summary:
- 2S+1 = 2
- HOMO-LUMO gap (spin up / spin down) (eV) = 8.451 / 4.303
- HOMO (spin up / spin down) (eV) = -11.18 / -11.18
- net charge = +1
- expectation value of S² = 0.75